[1]
A single C6H6 molecule, computed with ωB97M-V/def2-TZVPD.

XYZ file:
```
12
Properties=species:S:1:pos:R:3:forces:R:3
C 1.621796 -0.810299 1.961554 0.05 -0.03 0.04
C 0.651251 -0.121057 1.109852 -0.34 0.28 -0.31
C -0.135002 0.457609 0.404677 0.36 -0.26 0.31
C -1.092305 1.172857 -0.452334 -0.05 0.03 0.03
C -0.983100 0.810709 -1.873496 -0.03 -0.17 -0.50
C -0.947584 0.484419 -3.030789 -0.03 0.12 0.46
H 1.455791 -1.892243 1.955655 0.00 0.16 -0.02
H 2.642605 -0.622648 1.613847 -0.15 -0.02 0.04
H 1.547469 -0.461893 2.996596 0.00 -0.04 -0.15
H -0.956953 2.254976 -0.329071 0.01 -0.17 -0.07
H -2.116134 0.952892 -0.125068 0.15 0.03 0.00
H -0.929962 0.175842 -4.052737 0.04 0.09 0.17
```
Positions in Å, forces in eV/Å.

Results
Relative energy (zero: lowest compared OMol25 entry of this formula, charge and spin) = 83.55 kcal/mol
Kohn-Sham gap = 10.55 eV
Structure (SMILES) = C#CCC#CC
Total charge = 0

---

[2]
A single C4H7N3 molecule, computed with ωB97M-V/def2-TZVPD.

XYZ file:
```
14
Properties=species:S:1:pos:R:3:forces:R:3
N -2.759042 0.006989 -0.590191 -0.06 -0.14 -0.03
C -1.669231 -0.330076 0.122611 -0.01 0.52 -0.25
C 0.935325 -0.965400 1.100519 0.23 -0.03 -0.12
C 1.609434 -0.279225 0.224585 -0.15 -0.14 0.23
N 2.623610 -0.159999 -0.686182 -0.12 -0.06 -0.09
C 0.496429 0.433461 0.895377 0.07 0.18 0.11
N -0.770294 0.657242 0.209019 -0.15 -0.26 -0.07
H -2.881856 0.874989 -1.109340 0.07 -0.06 0.15
H -3.465951 -0.693606 -0.736239 0.11 0.14 0.04
H 0.668277 -1.893221 1.575683 0.11 0.15 -0.01
H 2.514210 0.578521 -1.365085 0.00 -0.06 0.10
H 2.927648 -1.031342 -1.098875 -0.01 0.11 0.04
H 0.691720 1.212517 1.642230 -0.05 -0.14 -0.12
H -0.920277 1.589145 -0.184115 -0.02 -0.20 0.03
```
Positions in Å, forces in eV/Å.

Results
Relative energy (zero: lowest compared OMol25 entry of this formula, charge and spin) = 76.03 kcal/mol
Kohn-Sham gap = 9.04 eV
Total charge = 0

---

no.,LUMO level (eV),highest occupied orbital energy (eV)
1,0.980,-9.6
2,1.033,-8.0